[1]
{"formula": "C7H11N4O", "method": "wB97M-V/def2-TZVPD", "e_homo_ev": -4.2, "charge": -1, "e_lumo_ev": 3.539, "relative_energy_kcal_mol": 25.9, "e_tot_ha": -567.5191, "gap_ev": 7.774, "species": ["C", "C", "C", "C", "C", "C", "C", "N", "N", "N", "N", "O", "H", "H", "H", "H", "H", "H", "H", "H", "H", "H", "H"], "xyz": [[2.5504, -0.5397, -1.5821], [-1.6259, -0.3629, -0.5511], [-1.2857, 0.3321, 0.7709], [-0.4568, -0.7575, 0.2547], [-2.2232, 0.0807, 1.9886], [-0.7316, 1.7713, 0.5829], [0.5480, -1.6398, 0.4528], [2.9313, 0.6973, -1.3832], [1.8187, 1.4435, -1.6180], [0.8522, 0.5950, -1.9612], [1.2849, -0.6216, -2.0055], [3.4309, -1.5893, -1.5242], [-2.5685, -0.8810, -0.5984], [-1.5367, 0.3062, -1.3313], [-2.4964, -0.9991, 1.8520], [-3.0689, 0.7721, 1.8790], [-1.8296, 0.1748, 3.0039], [-1.4229, 2.4562, 1.0330], [-0.6401, 2.0493, -0.3950], [0.2157, 1.9068, 1.0414], [0.7846, -2.3729, -0.2716], [1.2244, -1.5363, 1.3455], [4.2451, -1.2854, -0.9833]], "forces_ev_per_angstrom": [[0.20, 0.44, -0.97], [-0.60, -0.40, 1.71], [0.59, 1.01, 0.87], [0.76, -1.69, 0.45], [0.35, -0.92, -1.42], [-1.22, -1.49, 2.34], [-1.14, 2.09, 1.47], [-0.08, 0.87, 0.44], [-0.12, -1.35, 0.18], [0.03, 2.42, -0.52], [1.14, -1.89, 0.03], [1.56, 0.18, 1.38], [-0.04, -0.79, 0.21], [0.72, 0.90, -1.84], [-0.36, 0.96, 0.39], [-0.12, -0.41, 0.15], [0.44, 0.21, -0.26], [-0.53, 0.55, 0.47], [0.37, 0.37, -2.69], [0.94, 0.03, 0.53], [0.17, -0.56, -0.55], [-0.82, -0.11, -0.93], [-2.22, -0.42, -1.42]], "lowdin_charge": [-0.619, -0.065, -0.443, -0.257, -0.045, -0.035, 0.042, -0.016, -0.107, -0.140, -0.013, -0.028, 0.094, 0.054, 0.083, 0.066, 0.061, 0.057, 0.019, 0.064, 0.030, 0.072, 0.127]}

[2]
{"formula": "C10H30N3O3PS2", "method": "wB97M-V/def2-TZVPD", "e_homo_ev": [0.7, -6.0], "charge": -1, "e_lumo_ev": [2.191, 2.170], "e_tot_ha": -1926.6122, "multiplicity": 2, "gap_ev": [1.466, 8.171], "species": ["O", "P", "N", "C", "C", "N", "C", "C", "N", "C", "C", "H", "H", "H", "H", "H", "H", "H", "H", "H", "H", "H", "H", "H", "H", "H", "H", "H", "H", "C", "S", "O", "C", "H", "H", "H", "H", "H", "H", "C", "S", "O", "C", "H", "H", "H", "H", "H", "H"], "xyz": [[1.5337, 0.1018, -1.0907], [0.9387, 1.4139, -1.5682], [1.8610, 2.7823, -1.0330], [2.2989, 3.9986, -1.7529], [2.2150, 2.7603, 0.4033], [-0.6861, 1.6563, -1.2091], [-1.5885, 0.5491, -1.3954], [-1.2871, 3.0466, -0.9934], [0.8855, 1.4767, -3.2896], [1.8834, 0.7271, -4.0867], [0.0780, 2.3423, -4.1005], [3.2436, 3.9637, -2.2955], [2.2429, 4.8652, -1.0941], [1.6354, 4.3591, -2.5390], [2.1069, 1.7346, 0.7558], [1.4104, 3.2705, 0.9329], [3.1736, 3.2791, 0.3920], [-1.0607, -0.4021, -1.3261], [-2.3539, 0.3794, -0.6381], [-1.9838, 0.6002, -2.4099], [-2.0876, 2.9783, -0.2567], [-0.6384, 3.7516, -0.4736], [-1.6331, 3.4121, -1.9603], [2.6433, 1.4818, -4.2893], [2.1922, -0.1602, -3.5339], [1.4881, 0.3529, -5.0310], [-0.2934, 3.2327, -3.5932], [-0.7041, 1.6991, -4.5039], [0.5428, 2.7318, -5.0062], [-0.4993, -0.8608, 2.0780], [-2.2674, -0.9004, 2.3066], [-2.5126, -1.5552, 3.6811], [-2.6126, 0.9036, 2.5345], [-0.0318, -0.3120, 2.8955], [-0.2646, -0.3214, 1.1604], [-0.3638, -1.9174, 1.8473], [-2.0686, 1.4687, 1.7776], [-2.1455, 1.1268, 3.4938], [-3.6740, 1.1516, 2.5284], [-0.3270, -6.9936, 4.2358], [0.2490, -6.8567, 2.5275], [-0.9852, -7.2185, 1.7495], [0.1782, -4.9398, 2.5994], [0.5838, -6.8188, 4.8085], [-0.5609, -8.0502, 4.3658], [-1.2731, -6.4867, 4.4255], [0.6586, -4.6205, 3.5243], [-0.8788, -4.6839, 2.6723], [0.7386, -4.4998, 1.7745]], "forces_ev_per_angstrom": [[-1.12, 1.94, -0.53], [0.80, 0.46, -1.44], [-0.88, -1.29, -0.87], [-1.27, -0.03, -0.33], [-1.24, 0.22, -1.45], [0.92, 1.75, 1.77], [0.34, -0.77, -0.56], [0.43, -1.69, 0.11], [1.35, -0.96, 0.98], [-0.51, 0.70, 0.90], [-0.76, -0.10, -0.16], [0.52, -0.44, 0.56], [0.45, -0.16, 0.40], [-0.62, -0.64, -0.10], [1.01, -0.07, 0.06], [0.35, 0.69, 0.43], [0.11, -0.46, 1.12], [0.55, 0.05, -0.23], [-0.31, 0.92, 0.02], [-0.65, -0.15, 0.03], [-0.51, -0.31, -0.37], [0.66, -0.14, -0.53], [-0.26, 0.38, 0.25], [0.77, -0.64, -0.31], [0.46, 0.37, 0.13], [-0.41, 0.24, -0.07], [-0.28, -0.36, 0.19], [-0.80, 0.44, -0.02], [0.83, -0.03, 0.11], [-0.75, 0.62, -0.73], [-1.44, 0.16, 1.57], [0.43, 0.81, -1.71], [0.99, -0.66, 0.15], [0.27, -0.83, 0.23], [-0.09, 0.09, -0.22], [0.98, 0.04, 0.72], [-0.19, -0.02, -0.20], [-0.21, 0.13, 0.15], [0.11, -0.33, -0.05], [0.74, -1.34, -0.34], [-2.32, 2.05, 0.08], [0.93, -0.22, -0.22], [0.74, -1.21, 0.42], [-0.49, 0.56, 0.66], [0.11, -0.18, -0.10], [0.53, 0.65, 0.01], [0.10, -0.07, 0.05], [0.06, -0.07, -0.41], [-0.42, -0.13, -0.16]], "mulliken_spin": [0.051, 0.082, -1.091, 0.711, 0.511, -0.744, -0.013, 1.647, -0.381, 0.072, 0.383, 0.153, -0.274, 0.061, 0.154, -0.240, -0.007, 0.027, 0.163, -0.034, -0.661, 0.815, -0.445, -0.045, 0.040, 0.027, -0.106, 0.004, 0.019, 0.441, 0.007, -0.019, -0.150, -0.082, -0.157, -0.019, 0.197, -0.151, 0.047, 0.000, 0.005, -0.001, 0.012, 0.000, 0.000, 0.000, -0.006, -0.001, 0.000]}

[3]
{"formula": "C4O16PY3", "method": "wB97M-V/def2-TZVPD", "e_homo_ev": -1.3, "charge": -2, "e_lumo_ev": 0.448, "e_tot_ha": -1811.0542, "gap_ev": 1.702, "species": ["Y", "Y", "Y", "P", "O", "O", "O", "O", "C", "O", "O", "O", "C", "O", "O", "O", "C", "O", "O", "O", "C", "O", "O", "O"], "xyz": [[1.5309, 1.9167, -4.0980], [3.3703, 0.1121, 2.3238], [-1.6016, -1.4718, -2.6367], [-4.2576, -0.6746, 0.1380], [0.0679, -2.1479, -3.7387], [-0.3530, 0.1111, -1.0651], [-2.1508, 1.5215, -2.7166], [1.7632, 3.6545, -3.0745], [-1.6630, -4.4472, -1.2063], [-1.8018, -3.2400, -1.6133], [4.5180, 1.5159, 3.4756], [-1.7874, -5.3151, -0.5739], [-0.2013, -4.5442, 4.2168], [0.0470, 3.4881, 1.3743], [0.2048, 2.4311, 4.5743], [-0.5439, -5.0348, 5.2183], [-3.9355, -2.3998, 2.2663], [-2.7905, -2.6898, 2.6864], [-4.6652, -2.1355, 1.2086], [0.8451, 0.4358, 1.5047], [3.3959, 5.9291, -0.4732], [2.8127, 4.7780, -0.0668], [3.8373, 5.9417, -1.6956], [3.3582, 2.2651, -6.0282]], "forces_ev_per_angstrom": [[1.60, 4.34, 1.50], [-0.57, 5.13, 2.14], [5.26, 5.15, -1.96], [-0.01, -0.22, 0.06], [-3.54, 1.31, 1.64], [-1.78, -0.56, -2.10], [1.32, -2.34, 0.25], [-0.34, -4.06, -2.55], [-1.06, 13.93, -5.08], [0.63, -9.45, 3.06], [-2.80, -4.30, -3.16], [-0.17, -7.47, 4.01], [-1.27, -1.87, 3.79], [0.16, -0.49, 0.18], [0.09, -0.19, -0.23], [1.26, 1.89, -3.81], [2.39, 0.08, 0.02], [-5.28, 1.01, -2.71], [3.17, -1.05, 2.23], [2.96, -0.15, 0.94], [-1.67, -11.99, -8.02], [2.55, 8.02, 1.31], [-0.91, 3.92, 6.61], [-2.02, -0.63, 1.91]], "lowdin_charge": [1.440, 1.436, 1.173, 0.530, -0.929, -0.556, -0.612, -0.747, -0.241, -0.123, -0.921, 0.355, 0.031, -0.147, -0.227, -0.027, -0.370, 0.010, -0.570, -0.699, -0.080, 0.006, 0.006, -0.739]}

[4]
{"formula": "C7H15BrO3S", "method": "wB97M-V/def2-TZVPD", "e_homo_ev": -10.1, "e_lumo_ev": 0.480, "relative_energy_kcal_mol": 2.3, "e_tot_ha": -3473.5540, "gap_ev": 10.570, "species": ["C", "C", "C", "C", "C", "C", "C", "O", "O", "O", "S", "Br", "H", "H", "H", "H", "H", "H", "H", "H", "H", "H", "H", "H", "H", "H", "H"], "xyz": [[-0.0441, -0.0119, 2.3144], [-2.3935, 0.4459, 1.5715], [-0.6238, 2.1846, 1.2649], [2.6356, -1.7301, -2.6288], [-0.5368, 0.0803, -0.2139], [1.0015, -0.1294, -0.6007], [-0.9056, 0.6574, 1.2546], [0.6017, -2.7249, -1.3816], [0.1766, -0.9492, -2.9496], [-1.2431, 0.8040, -1.1868], [1.0048, -1.4637, -1.9353], [1.7108, 1.4176, -1.3190], [1.1011, -0.0251, 1.9333], [-0.3521, -1.0770, 2.3921], [-0.0442, 0.5933, 3.2438], [-2.9071, 0.9193, 0.7645], [-2.7285, -0.7165, 1.4433], [-2.7401, 0.8314, 2.4643], [-1.4189, 2.7969, 1.7493], [0.2458, 2.5076, 1.9028], [-0.5083, 2.6447, 0.3320], [2.7386, -2.8695, -2.7542], [2.7756, -1.3036, -3.5958], [3.4822, -1.4405, -2.1028], [-1.0163, -0.9623, -0.2686], [1.5026, -0.7693, 0.2373], [-1.5144, 0.2899, -1.9312]], "forces_ev_per_angstrom": [[2.59, -0.38, -1.14], [0.31, -3.86, -3.28], [0.03, 0.83, 2.50], [-0.39, -2.58, -0.76], [-1.52, -2.28, 0.14], [-1.21, -3.32, 1.35], [1.03, 0.72, -0.59], [0.27, -0.10, 0.93], [-1.29, 1.06, -2.16], [0.33, 1.70, 1.15], [0.44, -0.32, 1.03], [1.13, 0.94, -0.06], [-2.52, 0.14, 1.18], [0.24, 0.67, 0.55], [-0.23, -0.82, -0.34], [-0.72, 0.51, -0.48], [0.95, 2.57, 0.63], [-0.32, 0.72, 2.03], [-0.01, -0.78, -0.27], [-0.35, -0.78, -0.76], [0.23, 0.31, -1.59], [-0.50, 1.67, 0.29], [-0.58, 0.55, -0.72], [1.19, 0.75, 1.70], [1.04, 0.94, 0.57], [-0.31, 1.98, -1.25], [0.16, -0.85, -0.64]], "lowdin_charge": [-0.068, -0.054, -0.063, -0.143, -0.396, -0.760, -0.532, -0.319, -0.322, -0.062, 0.547, 0.866, 0.109, 0.092, 0.091, 0.065, 0.142, 0.051, 0.090, 0.094, 0.031, 0.106, 0.055, 0.032, 0.157, 0.111, 0.081]}